(1)
Here is an isolated molecule of C8H13FN2 in a non-equilibrium geometry from the Open Molecules 2025 dataset. Energies are from ωB97M-V/def2-TZVPD.

Properties
- ΔE to the lowest compared entry with this formula, charge and spin: 0.3707 eV
- Orbital gap: 0.3275 Ha
- Electronic energy: -14201.04312 eV
- Net charge: 0
- HOMO: -8.06 eV

Geometry (Å):
C 1.797 -0.558 -0.421
C 1.631 0.822 -0.105
C 1.577 -1.275 0.807
C 0.058 -1.396 0.845
C -0.490 -0.072 1.266
C -0.382 0.986 0.272
C -2.601 0.451 -1.144
C -1.077 0.850 -1.074
N 1.679 -1.028 -1.564
N 2.455 1.722 0.123
F -0.457 2.283 0.782
H 2.087 -2.239 0.846
H 1.957 -0.707 1.651
H -0.355 -1.718 -0.077
H -0.080 -2.255 1.607
H -1.618 -0.179 1.525
H 0.064 0.216 2.207
H -2.690 -0.536 -0.826
H -3.093 0.791 -2.006
H -2.923 1.173 -0.320
H -0.998 1.902 -1.521
H -0.475 0.121 -1.694
H 1.552 -2.081 -1.492
H 2.383 2.729 0.313

(2)
Here is a structure of composition C29H44ClN2O3PPtSi3 in a non-equilibrium geometry from the Open Molecules 2025 dataset. Energies are from ωB97M-V/def2-TZVPD.

Properties
- ΔE to the lowest compared entry with this formula, charge and spin: 0.1261 eV
- Orbital gap: 0.3159 Ha
- Electronic energy: -88591.53120 eV
- Net charge: +2
- HOMO: -14.02 eV

Geometry (Å):
Pt -0.452 -0.948 1.195
Cl -3.082 2.500 -0.807
C -3.148 1.524 -2.235
C -4.301 0.833 -2.543
C -4.346 0.085 -3.714
C -3.255 0.027 -4.568
C -2.092 0.713 -4.257
C -2.039 1.473 -3.087
P -0.567 2.407 -2.769
C -0.832 4.130 -3.098
C -2.028 4.561 -3.669
C -2.206 5.905 -3.960
C -1.192 6.811 -3.690
C 0.006 6.384 -3.125
C 0.188 5.048 -2.821
C 0.791 1.765 -3.723
C 1.414 2.571 -4.677
C 2.459 2.055 -5.431
C 2.874 0.746 -5.241
C 2.244 -0.062 -4.299
C 1.201 0.438 -3.543
H -5.156 0.890 -1.884
H -5.252 -0.453 -3.962
H -3.304 -0.554 -5.478
H -1.239 0.666 -4.921
H -2.819 3.858 -3.898
H -3.135 6.240 -4.399
H -1.332 7.859 -3.920
H 0.794 7.095 -2.919
H 1.117 4.723 -2.370
H 1.085 3.587 -4.842
H 2.942 2.678 -6.171
H 3.686 0.348 -5.833
H 2.565 -1.086 -4.163
H 0.706 -0.197 -2.818
C 3.944 -0.399 1.572
O 2.581 -0.661 1.913
Si 2.081 -2.257 2.238
C 2.337 -3.205 0.646
C 3.182 -2.907 3.587
C 0.293 -2.063 2.764
Si -0.900 -3.370 2.291
C -1.181 -2.920 0.344
C -2.604 -3.269 3.028
C -0.322 -5.136 2.366
Si 0.039 -1.347 4.509
C 0.130 -2.763 5.722
C -1.633 -0.490 4.650
C 1.358 -0.061 4.939
H 4.573 -0.391 2.463
H 4.002 0.579 1.095
H 4.328 -1.145 0.874
H 3.389 -3.474 0.527
H 2.049 -2.594 -0.213
H 1.772 -4.137 0.602
H 4.231 -2.788 3.305
H 3.019 -3.973 3.761
H 3.034 -2.384 4.533
H -2.250 -3.074 0.203
H -0.615 -3.779 -0.023
H -0.893 -2.184 -0.430
H -3.055 -2.286 2.897
H -2.592 -3.506 4.094
H -3.249 -4.008 2.546
H 0.731 -5.274 2.122
H -0.913 -5.781 1.712
H -0.474 -5.492 3.388
H -0.695 -3.467 5.591
H 0.074 -2.386 6.746
H 1.064 -3.321 5.629
H -2.415 -1.185 4.958
H -1.970 -0.032 3.715
H -1.584 0.291 5.412
H 2.146 0.055 4.195
H 1.852 -0.350 5.870
H 0.911 0.920 5.127
N 0.314 0.832 1.892
N 0.292 1.823 0.881
C -0.111 1.466 -0.350
O 0.037 2.489 -1.233
O -0.563 0.378 -0.659
H -0.182 1.190 2.706
H 1.293 0.564 2.120
H 0.848 2.657 1.010

(3)
Here is an isolated molecule of CH3N5O in a non-equilibrium geometry from the Open Molecules 2025 dataset. Energies are from ωB97M-V/def2-TZVPD.

Properties
- SMILES: ON=c1[nH]nn[nH]1
- ΔE to the lowest compared entry with this formula, charge and spin: 3.2359 eV
- Orbital gap: 0.3277 Ha
- Electronic energy: -10578.44796 eV
- Net charge: 0
- HOMO: -8.34 eV

Geometry (Å):
C -0.260 0.270 -0.033
H -3.189 -0.449 0.305
H -0.312 -1.895 -0.180
H 1.082 2.127 0.259
N -1.479 0.907 0.111
N 0.165 -0.937 0.070
N 1.551 -0.981 0.014
N 2.039 0.219 0.055
N 0.859 1.077 -0.166
O -2.246 -0.424 -0.095

(4)
Here is a cluster of 8 separate species, C24H60ClN2O8S7Si in total in a non-equilibrium geometry from the Open Molecules 2025 dataset. Energies are from ωB97M-V/def2-TZVPD.

Properties
- Orbital gap: 0.2231 Ha
- Electronic energy: -141456.85684 eV
- Net charge: +1
- HOMO: -9.57 eV

Geometry (Å):
C -1.812 8.492 -0.908
C -1.518 8.320 -2.238
C -0.832 7.107 -2.654
N 0.264 6.635 -1.932
C 0.711 5.515 -2.481
C 1.835 4.686 -1.975
C 1.309 3.879 -0.774
O 0.136 3.178 -1.130
Si 0.318 1.633 -1.782
C -1.335 0.784 -1.701
C 1.505 0.573 -0.805
C 0.792 1.630 -3.604
N -0.051 5.239 -3.534
C -1.020 6.213 -3.657
Cl -2.210 6.223 -4.847
H -2.464 7.782 -0.401
H -1.397 9.293 -0.302
H -1.808 9.056 -2.985
H 0.644 7.066 -1.103
H 2.156 4.011 -2.770
H 2.686 5.309 -1.699
H 1.022 4.598 0.002
H 2.100 3.263 -0.342
H -1.789 0.862 -0.711
H -1.193 -0.273 -1.930
H -2.035 1.156 -2.452
H 1.511 -0.462 -1.132
H 1.233 0.696 0.246
H 2.494 1.029 -0.913
H 0.738 0.581 -3.908
H 0.042 2.159 -4.199
H 1.804 1.983 -3.814
H 0.080 4.414 -4.104
C 1.201 -0.720 5.167
S -0.010 -1.384 4.021
O 0.736 -2.210 3.022
C -0.361 0.189 3.230
H 1.606 -1.546 5.750
H 2.003 -0.233 4.611
H 0.710 -0.009 5.831
H 0.563 0.599 2.816
H -0.789 0.873 3.956
H -1.076 0.013 2.428
C -4.646 -1.319 3.878
S -3.774 0.176 4.349
O -2.554 -0.254 5.087
C -4.964 0.726 5.575
H -4.041 -1.839 3.138
H -4.784 -1.952 4.754
H -5.609 -1.053 3.440
H -5.082 -0.044 6.337
H -5.916 0.934 5.088
H -4.578 1.637 6.028
C -0.395 -3.800 -3.545
S -0.652 -2.257 -4.420
O -1.794 -1.555 -3.767
C -1.266 -3.001 -5.928
H -0.041 -3.561 -2.544
H -1.338 -4.346 -3.490
H 0.356 -4.390 -4.070
H -2.136 -3.601 -5.675
H -0.489 -3.621 -6.375
H -1.537 -2.205 -6.619
C -5.359 -6.631 -5.555
S -4.441 -5.130 -5.208
O -3.198 -5.525 -4.487
C -5.574 -4.476 -3.982
H -4.789 -7.210 -6.279
H -5.481 -7.204 -4.637
H -6.329 -6.370 -5.977
H -5.679 -5.191 -3.166
H -6.539 -4.282 -4.449
H -5.154 -3.545 -3.606
C 5.463 1.797 6.333
S 3.701 2.051 6.096
O 3.487 3.510 5.913
C 3.224 1.650 7.780
H 5.963 2.037 5.397
H 5.823 2.456 7.123
H 5.648 0.754 6.590
H 3.736 2.317 8.473
H 3.478 0.611 7.992
H 2.148 1.787 7.864
C 6.761 -0.011 -1.943
S 5.889 1.407 -2.610
O 4.646 1.568 -1.802
C 5.409 0.635 -4.158
H 7.109 0.252 -0.947
H 6.083 -0.862 -1.886
H 7.615 -0.241 -2.580
H 4.823 -0.261 -3.952
H 6.302 0.385 -4.730
H 4.807 1.349 -4.716
C 0.718 -6.969 3.281
S -0.453 -5.946 4.181
O -1.580 -6.824 4.590
C -1.002 -5.000 2.761
H 1.154 -7.674 3.985
H 0.197 -7.511 2.491
H 1.500 -6.337 2.861
H -1.408 -5.677 2.008
H -0.167 -4.427 2.359
H -1.778 -4.313 3.093

(5)
Here is a cluster of 4 separate species, C23H45FNO15P3 in total in a non-equilibrium geometry from the Open Molecules 2025 dataset. Energies are from ωB97M-V/def2-TZVPD.

Properties
- SMILES: CCCC1=C([C@H](C)F)C(=O)C(N(C)C(C)=O)=CC1=O.COP(=O)(OC)OC.COP(=O)(OC)OC.COP(=O)(OC)OC
- ΔE to the lowest compared entry with this formula, charge and spin: 6.6993 eV
- Orbital gap: 0.2342 Ha
- Electronic energy: -87356.22514 eV
- Net charge: 0
- HOMO: -8.99 eV

Geometry (Å):
C 1.072 1.078 -2.395
C 1.286 2.233 -3.482
C 1.372 3.722 -2.849
C 1.972 3.759 -1.379
C 3.324 4.063 -1.041
C 4.390 4.430 -2.197
C 4.050 5.868 -2.885
F 4.383 3.469 -3.276
C 3.739 4.075 0.517
O 4.523 4.922 1.005
C 3.033 2.920 1.402
N 3.850 2.320 2.446
C 3.091 1.445 3.382
C 5.018 1.571 1.924
C 4.841 0.183 1.160
O 6.152 2.073 2.158
C 1.700 2.613 1.060
C 1.003 3.459 -0.122
O -0.173 3.882 -0.074
H 1.923 1.038 -1.636
H 0.928 0.039 -2.869
H 0.097 1.285 -1.816
H 2.220 2.002 -4.096
H 0.368 2.203 -4.177
H 1.943 4.358 -3.609
H 0.283 4.092 -2.770
H 5.456 4.535 -1.778
H 2.954 6.079 -2.604
H 4.059 5.769 -4.034
H 4.747 6.691 -2.511
H 3.779 0.841 4.073
H 2.554 0.650 2.729
H 2.286 2.031 3.932
H 5.866 -0.098 0.728
H 4.063 0.325 0.341
H 4.558 -0.638 1.917
H 1.141 1.792 1.605
C -0.374 0.880 8.540
O -1.118 1.063 7.337
P -1.047 -0.279 6.261
O 0.181 0.268 5.546
O -2.421 0.230 5.523
C -2.536 1.581 5.109
O -1.060 -1.695 5.292
C -2.073 -2.647 5.615
H -0.483 1.772 9.156
H -0.757 0.017 9.087
H 0.685 0.733 8.309
H -1.568 2.014 4.846
H -2.997 2.167 5.908
H -3.188 1.622 4.235
H -3.062 -2.248 5.375
H -2.026 -2.905 6.675
H -1.907 -3.548 5.023
C 3.082 -2.649 -5.544
O 1.831 -3.284 -5.292
P 0.503 -2.566 -6.119
O 0.212 -1.610 -4.972
O -0.360 -3.951 -5.952
C -0.453 -4.571 -4.680
O -0.759 -1.905 -7.078
C -0.888 -2.465 -8.384
H 3.858 -3.173 -4.987
H 3.314 -2.694 -6.610
H 3.048 -1.606 -5.216
H -0.396 -3.846 -3.865
H 0.350 -5.306 -4.576
H -1.407 -5.095 -4.619
H -1.226 -3.502 -8.324
H 0.065 -2.415 -8.913
H -1.631 -1.888 -8.937
C -6.493 -2.765 -1.366
O -6.530 -3.047 0.031
P -4.981 -3.048 0.783
O -4.775 -4.534 0.522
O -5.677 -2.810 2.250
C -6.756 -3.634 2.655
O -3.427 -2.889 1.495
C -3.076 -1.567 1.900
H -7.512 -2.780 -1.752
H -6.061 -1.778 -1.535
H -5.902 -3.523 -1.889
H -6.695 -4.634 2.223
H -7.700 -3.164 2.365
H -6.738 -3.719 3.743
H -3.698 -1.245 2.739
H -3.192 -0.872 1.065
H -2.032 -1.566 2.220

(6)
Here is a structure of composition AlF3NO4S2 in a non-equilibrium geometry from the Open Molecules 2025 dataset. Energies are from ωB97M-V/def2-TZVPD.

Properties
- ΔE to the lowest compared entry with this formula, charge and spin: 2.0935 eV
- Orbital gap: 0.1485 Ha
- Electronic energy: -46079.44843 eV
- Net charge: +1
- HOMO: -15.50 eV

Geometry (Å):
Al -21.492 -17.946 4.144
N -19.571 -20.811 0.752
S -21.063 -20.747 0.757
O -21.870 -21.880 1.142
O -21.709 -19.802 -0.201
F -21.013 -19.917 2.102
S -19.713 -21.791 -0.640
O -19.915 -21.178 -1.913
O -19.965 -23.203 -0.401
F -18.141 -21.832 -0.805
F -20.234 -18.413 2.340

(7)
Here is an isolated molecule of C4H6N4O7 in a non-equilibrium geometry from the Open Molecules 2025 dataset. Energies are from ωB97M-V/def2-TZVPD.

Properties
- SMILES: CC(O/N=C/C[N+](=O)[O-])([N+](=O)[O-])[N+](=O)[O-]
- ΔE to the lowest compared entry with this formula, charge and spin: 0.0628 eV
- Orbital gap: 0.3772 Ha
- Electronic energy: -24525.80189 eV
- Net charge: 0
- HOMO: -11.34 eV

Geometry (Å):
O 3.610 -1.570 -3.098
O -2.436 2.038 0.308
O 0.131 0.355 3.544
O 1.764 -2.641 -2.826
O -0.741 2.847 1.337
O -1.883 1.096 3.653
N 0.491 0.359 -0.495
O 0.363 0.205 0.977
C 1.511 -0.233 -1.101
N 2.366 -1.578 -2.927
N -1.454 1.868 1.038
N -0.896 0.698 3.031
C 1.603 -0.401 -2.588
C -1.938 -0.505 1.147
C -0.975 0.555 1.534
H 2.338 -0.647 -0.546
H 2.120 0.408 -3.053
H 0.593 -0.417 -3.092
H -2.832 -0.377 1.723
H -1.660 -1.539 1.373
H -2.076 -0.520 0.060

(8)
Here is the ion C5H13N2 with charge +1 in a non-equilibrium geometry from the Open Molecules 2025 dataset. Energies are from ωB97M-V/def2-TZVPD.

Properties
- SMILES: CN/C=C/CC[NH3+]
- ΔE to the lowest compared entry with this formula, charge and spin: 2.0914 eV
- Orbital gap: 0.3122 Ha
- Electronic energy: -8368.71898 eV
- Net charge: +1
- HOMO: -11.86 eV

Geometry (Å):
C 1.961 0.390 -0.911
C 1.637 -0.634 0.162
C 0.148 -0.990 0.179
C -0.692 -0.162 0.828
N -2.050 -0.001 0.675
C -2.719 0.798 1.715
N 1.296 -0.082 -2.197
H 1.598 1.395 -0.660
H 3.019 0.615 -1.065
H 2.159 -1.588 0.005
H 2.055 -0.249 1.087
H -0.160 -1.939 -0.252
H -0.197 0.681 1.335
H -2.611 -0.824 0.510
H -3.589 1.329 1.321
H -3.135 0.228 2.560
H -2.042 1.564 2.085
H 0.297 -0.158 -1.958
H 1.647 -0.991 -2.487
H 1.381 0.619 -2.932

(9)
Here is a cluster of 6 separate species, C32H32N4O4 in total in a non-equilibrium geometry from the Open Molecules 2025 dataset. Energies are from ωB97M-V/def2-TZVPD.

Properties
- SMILES: Oc1ccc(O)cc1.Oc1ccc(O)cc1.c1ccncc1.c1ccncc1.c1ccncc1.c1ccncc1
- ΔE to the lowest compared entry with this formula, charge and spin: 12.2052 eV
- Orbital gap: 0.3031 Ha
- Electronic energy: -47842.38621 eV
- Net charge: 0
- HOMO: -7.87 eV

Geometry (Å):
N 0.078 -3.982 -2.809
C -1.139 -4.605 -2.833
C -1.984 -4.420 -3.932
C -1.711 -3.582 -5.019
C -0.510 -2.954 -5.095
C 0.431 -3.267 -3.950
H -1.447 -5.244 -1.785
H -3.017 -4.707 -3.800
H -2.549 -3.531 -5.637
H -0.208 -2.460 -5.949
H 1.417 -2.823 -3.909
N 0.309 -4.551 0.985
C -0.157 -3.303 1.392
C -1.059 -3.200 2.529
C -1.525 -4.371 3.138
C -0.993 -5.648 2.630
C -0.234 -5.653 1.460
H 0.501 -2.674 0.833
H -1.222 -2.379 3.142
H -2.023 -4.259 4.050
H -1.251 -6.610 2.985
H 0.348 -6.488 0.955
N -3.068 2.835 -3.993
C -4.006 1.968 -3.462
C -3.794 0.650 -3.219
C -2.494 0.111 -3.500
C -1.480 0.957 -4.096
C -1.822 2.327 -4.208
H -5.040 2.307 -3.552
H -4.548 -0.135 -2.887
H -2.417 -0.891 -3.579
H -0.659 0.650 -4.070
H -1.215 3.126 -4.546
N 2.896 -0.494 -1.190
C 2.861 0.875 -0.932
C 1.671 1.591 -0.754
C 0.421 1.009 -0.849
C 0.471 -0.419 -1.229
C 1.719 -1.090 -1.518
H 3.758 1.270 -0.776
H 1.897 2.780 -0.357
H -0.488 1.597 -0.689
H -0.484 -0.841 -1.304
H 1.999 -2.016 -1.650
C -1.114 3.618 0.656
C -2.441 3.029 0.480
C -3.126 2.699 1.654
C -2.403 2.795 2.911
C -1.176 3.279 3.113
C -0.440 3.685 2.031
O 0.845 3.999 2.093
O -4.386 2.127 1.539
H -0.911 4.497 -0.151
H -2.891 3.040 -0.440
H -3.008 2.579 3.850
H -0.924 3.462 4.180
H 1.281 4.289 2.962
H -4.805 2.336 0.741
C 3.569 2.237 2.192
C 4.626 3.111 2.871
C 4.959 2.731 4.139
C 4.380 1.686 4.765
C 3.404 0.866 4.158
C 3.011 1.215 2.814
O 2.255 0.335 2.129
O 6.016 3.236 4.827
H 3.323 2.430 1.235
H 5.244 3.992 2.437
H 4.564 1.369 5.702
H 2.876 0.146 4.667
H 2.344 0.198 1.172
H 6.687 3.588 4.226